Record 1
Molecular formula: C3H5N5
Method: DFT, wB97M-V/def2-TZVPD

Last column: natural (NBO) charge in e.
Positions of all 13 atoms, in Å:
C  -0.2859  -0.4313  -2.8275  0.66
C  0.2690  0.0387  -0.4830  0.54
C  0.8580  0.4717  1.5900  -0.15
N  -0.4670  -0.0484  1.6106  -0.14
N  -0.8764  -0.3301  0.4256  0.14
N  0.1076  -0.1483  -1.7962  -0.29
N  -1.9702  -0.7083  0.0237  -0.37
N  1.2344  0.6195  0.1997  -0.36
H  -0.6983  -0.9292  -3.7361  0.37
H  0.8277  1.4514  2.0207  0.31
H  1.5526  -0.2669  2.2094  0.35
H  -2.7036  -0.8235  0.7663  0.43
H  2.1520  1.1047  -0.0032  0.53

DFT total energy ... -390.1689 Ha
Lowest unoccupied orbital energy (spin up / spin down) ... -0.4442 / -0.4540 hartree
Net charge ... +2
ΔE to the lowest compared entry with this formula, charge and spin ... 75.7 kcal/mol
Kohn-Sham gap (spin up / spin down) ... 6.54 / 5.85 eV

***

Record 2
Molecular formula: C3H5NO
Method: DFT, wB97M-V/def2-TZVPD

Last column: natural (NBO) charge in e.
Positions of all 10 atoms, in Å:
C  -1.4067  -0.0176  -0.8849  -0.37
C  -0.5090  -0.7465  -0.2911  -0.24
C  0.5112  -0.1601  0.6718  0.19
N  1.4196  0.7682  0.1262  -0.35
O  0.3584  1.1497  0.9857  -0.38
H  -2.2056  -0.3344  -1.5787  0.22
H  -1.1913  1.0836  -0.7790  0.22
H  -0.3089  -1.8515  -0.4647  0.21
H  0.9914  -0.7764  1.6617  0.17
H  2.3409  0.8850  0.5530  0.34

DFT total energy ... -247.1549 Ha
Lowest unoccupied orbital energy ... 0.0370 hartree
SMILES ... C=C[C@H]1NO1
ΔE to the lowest compared entry with this formula, charge and spin ... 95.6 kcal/mol
Kohn-Sham gap ... 10.70 eV

***

Record 3
Molecular formula: C3H5NO
Method: DFT, wB97M-V/def2-TZVPD

Last column: natural (NBO) charge in e.
Positions of all 10 atoms, in Å:
C  1.8761  -0.2705  -0.0569  -0.39
C  0.6962  0.3383  0.1772  -0.10
N  -0.4552  -0.4333  -0.0620  0.09
C  -1.9387  0.4116  -0.1462  -0.24
O  -0.4818  -1.6295  -0.2288  -0.38
H  2.8037  0.1104  0.2519  0.21
H  1.7114  -1.3167  -0.5420  0.24
H  0.3934  1.3077  0.3991  0.21
H  -2.8867  -0.0029  0.3641  0.21
H  -1.7183  1.4850  -0.1565  0.16

DFT total energy ... -247.0907 Ha
Lowest unoccupied orbital energy (spin up / spin down) ... -0.0043 / -0.0182 hartree
SMILES ... C=C[N+](=C)[O-]
ΔE to the lowest compared entry with this formula, charge and spin ... 135.8 kcal/mol
Kohn-Sham gap (spin up / spin down) ... 9.33 / 7.50 eV

***

Record 4
Molecular formula: C3H5NO
Method: DFT, wB97M-V/def2-TZVPD

Last column: natural (NBO) charge in e.
Positions of all 10 atoms, in Å:
C  -1.0248  -0.3496  0.3202  0.21
C  0.4696  -0.0198  -0.2329  -0.24
C  1.7406  0.0432  0.1696  -0.32
O  -1.8778  0.7357  0.4726  -0.71
N  -0.6234  -0.9195  -0.8431  -0.38
H  -2.3956  0.8657  -0.3313  0.48
H  -1.1171  -1.0268  1.1690  0.19
H  0.2351  0.3155  -1.3005  0.38
H  2.0290  0.6355  1.0268  0.20
H  2.5645  -0.2799  -0.4504  0.19

DFT total energy ... -247.0844 Ha
Lowest unoccupied orbital energy (spin up / spin down) ... -0.0189 / -0.0156 hartree
ΔE to the lowest compared entry with this formula, charge and spin ... 139.8 kcal/mol
Kohn-Sham gap (spin up / spin down) ... 8.26 / 8.26 eV

***

Record 5
Molecular formula: C3H5NO
Method: DFT, wB97M-V/def2-TZVPD

Last column: natural (NBO) charge in e.
Positions of all 10 atoms, in Å:
C  -0.8310  0.7826  -1.2557  -0.42
C  0.4411  -1.3990  0.6431  0.01
C  -0.3983  0.7851  -0.0035  -0.06
N  0.3961  -0.1343  0.5426  -0.29
O  2.1456  0.6672  1.4776  -0.29
H  -1.5455  1.6099  -1.5680  0.23
H  -0.3901  -0.1692  -1.8427  0.21
H  1.3004  -1.7539  1.1378  0.21
H  -0.3637  -1.9971  0.2293  0.17
H  -0.7544  1.6089  0.6394  0.22

DFT total energy ... -247.0469 Ha
Lowest unoccupied orbital energy (spin up / spin down) ... -0.0252 / -0.0272 hartree
ΔE to the lowest compared entry with this formula, charge and spin ... 163.4 kcal/mol
Kohn-Sham gap (spin up / spin down) ... 8.58 / 8.49 eV

***

Record 6
Molecular formula: C3H5NO
Method: DFT, wB97M-V/def2-TZVPD

Last column: natural (NBO) charge in e.
Positions of all 10 atoms, in Å:
C  -1.3581  0.1309  -0.2667  0.05
N  -2.0884  0.6673  -1.1283  -0.30
C  -0.5644  0.8564  -1.2277  -0.33
H  -1.4431  -0.5035  0.6045  0.21
H  -0.0636  0.3343  -2.0419  0.19
H  -0.1917  1.8590  -1.0166  0.18
C  1.4374  -0.8204  1.2902  0.27
O  1.0618  -1.4885  0.3625  -0.50
H  1.1899  0.2602  1.3273  0.12
H  2.0203  -1.2957  2.0968  0.12

DFT total energy ... -247.1871 Ha
Lowest unoccupied orbital energy ... 0.0190 hartree
SMILES ... C1=NC1.C=O
ΔE to the lowest compared entry with this formula, charge and spin ... 75.4 kcal/mol
Kohn-Sham gap ... 10.63 eV

***

Record 7
Molecular formula: C3H5NO
Method: DFT, wB97M-V/def2-TZVPD

Last column: natural (NBO) charge in e.
Positions of all 10 atoms, in Å:
O  -0.8232  -0.5705  -2.1455  -0.59
C  -0.3385  -0.3406  -1.0709  0.71
C  -0.8998  0.4151  0.3490  -0.53
C  0.5467  0.1258  0.7829  -0.22
N  0.8169  -0.5877  -0.4767  -0.63
H  -1.1831  1.4675  0.2081  0.23
H  -1.8222  -0.1009  0.8335  0.23
H  1.1867  0.9469  0.6871  0.19
H  0.7749  -0.3500  1.7184  0.20
H  1.7416  -1.0054  -0.8859  0.41

DFT total energy ... -247.2675 Ha
Lowest unoccupied orbital energy ... 0.0344 hartree
SMILES ... O=C1CCN1
ΔE to the lowest compared entry with this formula, charge and spin ... 24.9 kcal/mol
Kohn-Sham gap ... 10.49 eV

***

Record 8
Molecular formula: C3H5NO
Method: DFT, wB97M-V/def2-TZVPD

Last column: natural (NBO) charge in e.
Positions of all 10 atoms, in Å:
N  1.2993  -0.9632  -0.1460  -0.83
C  0.9722  0.4885  -0.0574  0.10
C  -0.3555  0.9233  -0.1320  -0.44
C  -1.5952  0.0844  -0.0189  0.38
O  -1.6524  -1.1044  -0.1492  -0.55
H  0.4347  -1.3789  0.3570  0.40
H  2.2004  -1.3914  0.2319  0.39
H  1.9345  0.9098  -0.2247  0.21
H  -0.6736  1.9042  0.0158  0.22
H  -2.5644  0.5277  0.1236  0.12

DFT total energy ... -247.2380 Ha
Lowest unoccupied orbital energy ... 0.0131 hartree
SMILES ... N/C=C\C=O
ΔE to the lowest compared entry with this formula, charge and spin ... 43.5 kcal/mol
Kohn-Sham gap ... 9.35 eV

***

Record 9
Molecular formula: C3H5NO
Method: DFT, wB97M-V/def2-TZVPD

Last column: natural (NBO) charge in e.
Positions of all 10 atoms, in Å:
C  -1.1240  -0.7935  -0.0432  -0.26
O  -0.6501  0.4518  -0.6422  -0.51
C  0.4799  0.9634  0.0335  -0.18
C  1.6884  0.1626  -0.1394  0.24
N  2.4088  -0.7147  -0.2858  -0.29
H  -1.3378  -0.5709  0.9946  0.17
H  -2.0021  -1.1159  -0.5277  0.20
H  -0.2866  -1.5330  -0.0214  0.19
H  0.2491  1.2458  1.1039  0.21
H  0.5745  1.9044  -0.4724  0.23

DFT total energy ... -247.2557 Ha
Lowest unoccupied orbital energy ... 0.0312 hartree
SMILES ... COCC#N
ΔE to the lowest compared entry with this formula, charge and spin ... 32.3 kcal/mol
Kohn-Sham gap ... 11.72 eV

***

Record 10
Molecular formula: C3H5NO
Method: DFT, wB97M-V/def2-TZVPD

Last column: natural (NBO) charge in e.
Positions of all 10 atoms, in Å:
C  -0.8015  0.1686  -0.0062  0.47
C  -2.1314  0.5285  0.1742  -0.26
C  1.9346  -0.3262  -0.1544  -0.25
N  -1.3918  -0.8747  0.1281  -0.34
O  1.0295  0.7217  -0.1868  -0.53
H  -2.5382  0.6612  1.0892  0.19
H  -2.7066  0.7135  -0.6371  0.19
H  1.9723  -0.7570  -1.0940  0.16
H  1.7749  -0.9875  0.6200  0.17
H  2.8582  0.1520  0.0671  0.19

DFT total energy ... -247.1009 Ha
Lowest unoccupied orbital energy ... -0.0044 hartree
ΔE to the lowest compared entry with this formula, charge and spin ... 129.5 kcal/mol
Kohn-Sham gap ... 10.02 eV

***

Record 11
Molecular formula: C3H5NO
Method: DFT, wB97M-V/def2-TZVPD

Last column: natural (NBO) charge in e.
Positions of all 10 atoms, in Å:
C  -1.4237  -0.2467  0.6099  -0.26
O  0.0223  -0.2963  0.6934  -0.52
C  0.6778  0.2687  -0.4356  -0.16
C  2.1226  -0.0623  -0.4282  0.26
N  3.2696  -0.2662  -0.4885  -0.29
H  -1.8570  -0.8782  1.3954  0.21
H  -1.7801  0.7720  0.7739  0.17
H  -1.8069  -0.5876  -0.3455  0.17
H  0.2005  -0.0603  -1.3670  0.21
H  0.5748  1.3568  -0.4078  0.21

DFT total energy ... -247.2605 Ha
Lowest unoccupied orbital energy ... 0.0269 hartree
SMILES ... COCC#N
ΔE to the lowest compared entry with this formula, charge and spin ... 29.3 kcal/mol
Kohn-Sham gap ... 11.47 eV

***

Record 12
Molecular formula: C3H5NO
Method: DFT, wB97M-V/def2-TZVPD

Last column: natural (NBO) charge in e.
Positions of all 10 atoms, in Å:
C  0.6705  -1.0932  0.3904  0.22
C  1.2632  -1.0193  1.7258  -0.28
C  -1.2074  1.2257  -1.3952  -0.32
N  0.7103  -2.2230  0.7650  -0.33
O  -0.0893  0.5321  -1.7561  -0.31
H  2.3906  -0.8821  1.9522  0.22
H  0.5227  -0.8479  2.4500  0.19
H  -1.0455  1.9204  -0.4541  0.18
H  -2.0320  0.4254  -1.4379  0.20
H  -1.1830  1.9620  -2.2402  0.24

DFT total energy ... -247.0412 Ha
Lowest unoccupied orbital energy (spin up / spin down) ... -0.0435 / -0.0319 hartree
ΔE to the lowest compared entry with this formula, charge and spin ... 166.9 kcal/mol
Kohn-Sham gap (spin up / spin down) ... 9.37 / 8.43 eV

***

Record 13
Molecular formula: C3H5NO
Method: DFT, wB97M-V/def2-TZVPD

Last column: natural (NBO) charge in e.
Positions of all 10 atoms, in Å:
C  0.7843  -1.0480  -0.4679  -0.31
O  -0.4655  -0.7695  0.3130  -0.53
C  -0.4911  0.5567  0.9485  -0.14
C  -0.9887  1.6833  -0.0111  0.20
N  -1.3978  2.0087  -1.1846  -0.29
H  1.7679  -0.7574  -0.1105  0.20
H  0.5702  -2.2390  -0.6204  0.22
H  0.4786  -0.7637  -1.5466  0.21
H  0.6485  0.7965  0.7753  0.22
H  -0.9064  0.5323  1.9042  0.23

DFT total energy ... -247.1670 Ha
Lowest unoccupied orbital energy ... 0.0123 hartree
SMILES ... COCC#N
ΔE to the lowest compared entry with this formula, charge and spin ... 88.0 kcal/mol
Kohn-Sham gap ... 10.97 eV

***

Record 14
Molecular formula: C3H5NO
Method: DFT, wB97M-V/def2-TZVPD

Last column: natural (NBO) charge in e.
Positions of all 10 atoms, in Å:
C  -0.7114  -0.9110  -0.1784  -0.62
C  0.0322  0.2892  0.3026  -0.01
O  -0.5603  1.4091  -0.3122  -0.69
C  1.4498  0.1895  -0.0452  0.24
N  2.5697  0.1027  -0.2126  -0.31
H  -0.4150  -1.1443  -1.2673  0.23
H  -0.4302  -1.8090  0.3618  0.23
H  -1.8586  -0.7319  -0.1234  0.24
H  0.1166  0.4017  1.4335  0.20
H  -0.1929  2.2041  0.0411  0.48

DFT total energy ... -247.2757 Ha
Lowest unoccupied orbital energy ... 0.0225 hartree
SMILES ... C[C@H](O)C#N
ΔE to the lowest compared entry with this formula, charge and spin ... 19.8 kcal/mol
Kohn-Sham gap ... 12.08 eV

***

Record 15
Molecular formula: C3H5NO
Method: DFT, wB97M-V/def2-TZVPD

Last column: natural (NBO) charge in e.
Positions of all 10 atoms, in Å:
C  -1.0249  -0.7684  -0.0210  -0.29
O  -0.8011  0.4441  -0.5870  -0.49
C  0.2860  0.9617  -0.0035  -0.16
C  1.5423  0.1315  -0.0987  0.23
N  2.4963  -0.5206  -0.2720  -0.31
H  -1.5726  -0.7003  1.0083  0.18
H  -1.7681  -1.4314  -0.6054  0.20
H  0.0578  -1.3261  -0.1011  0.19
H  0.2549  1.2275  1.0829  0.20
H  0.5293  1.9819  -0.4025  0.24

DFT total energy ... -247.2311 Ha
Lowest unoccupied orbital energy ... 0.0288 hartree
SMILES ... COCC#N
ΔE to the lowest compared entry with this formula, charge and spin ... 47.8 kcal/mol
Kohn-Sham gap ... 11.80 eV

***

Record 16
Molecular formula: C3H5NO
Method: DFT, wB97M-V/def2-TZVPD

Last column: natural (NBO) charge in e.
Positions of all 10 atoms, in Å:
C  1.5848  0.6363  -0.0432  -0.31
C  0.6937  -0.2270  -0.3996  -0.26
C  -0.6134  -0.6601  0.0963  0.17
N  -1.4583  0.2746  0.7256  -0.35
O  -1.8449  0.0606  -0.6722  -0.41
H  2.5035  0.8463  -0.5802  0.20
H  1.4523  1.4297  0.7133  0.20
H  0.9179  -0.5631  -1.3978  0.22
H  -0.9385  -1.7312  0.2257  0.21
H  -2.2971  -0.0660  1.3321  0.35

DFT total energy ... -247.1440 Ha
Lowest unoccupied orbital energy ... 0.0356 hartree
SMILES ... C=C[C@H]1NO1
ΔE to the lowest compared entry with this formula, charge and spin ... 102.4 kcal/mol
Kohn-Sham gap ... 10.34 eV

***

Record 17
Molecular formula: C3H5NO
Method: DFT, wB97M-V/def2-TZVPD

Last column: natural (NBO) charge in e.
Positions of all 10 atoms, in Å:
C  1.9766  0.7550  0.2578  -0.13
C  1.5654  -0.4270  -0.0629  -0.03
C  -1.8346  0.1369  0.0925  -0.50
N  -0.4984  0.2741  -0.2563  -0.07
O  0.2353  -0.7830  -0.0672  -0.33
H  2.9727  1.2423  -0.1173  0.20
H  2.1417  -1.3952  -0.4142  0.21
H  -2.1450  0.9289  0.8700  0.23
H  -2.3935  0.1366  -0.9326  0.22
H  -2.0200  -0.8685  0.6301  0.19

DFT total energy ... -247.0490 Ha
Lowest unoccupied orbital energy (spin up / spin down) ... -0.0235 / 0.0119 hartree
ΔE to the lowest compared entry with this formula, charge and spin ... 162.0 kcal/mol
Kohn-Sham gap (spin up / spin down) ... 7.65 / 9.67 eV

***

Record 18
Molecular formula: C3H5NO
Method: DFT, wB97M-V/def2-TZVPD

Last column: natural (NBO) charge in e.
Positions of all 10 atoms, in Å:
C  -1.2322  0.4579  0.2444  -0.26
O  -0.6069  -0.0985  -0.9029  -0.51
C  0.5925  -0.7682  -0.6496  -0.16
C  1.5992  0.1344  -0.0517  0.24
N  2.3153  0.8942  0.4435  -0.30
H  -0.9262  1.4977  0.4106  0.19
H  -1.0129  -0.1139  1.1558  0.17
H  -2.3069  0.4293  0.0615  0.20
H  0.9735  -1.1475  -1.6032  0.23
H  0.4512  -1.6330  0.0186  0.21

DFT total energy ... -247.2651 Ha
Lowest unoccupied orbital energy ... 0.0305 hartree
SMILES ... COCC#N
ΔE to the lowest compared entry with this formula, charge and spin ... 26.4 kcal/mol
Kohn-Sham gap ... 11.68 eV

***

Record 19
Molecular formula: C3H5NO2
Method: DFT, wB97M-V/def2-TZVPD

Last column: natural (NBO) charge in e.
Positions of all 11 atoms, in Å:
N  2.0995  1.0870  0.2368  -0.70
C  2.1743  0.1488  -0.4589  0.28
O  -0.1655  -0.6049  -1.3184  -0.74
C  -0.7959  -0.8724  -0.0933  -0.19
C  -1.4172  0.3700  0.5226  0.42
O  -1.9432  0.3674  1.6103  -0.52
H  2.3897  1.8129  0.8532  0.45
H  0.7882  -0.7878  -1.2358  0.48
H  -0.1315  -1.3147  0.6648  0.20
H  -1.6105  -1.5869  -0.2680  0.20
H  -1.3686  1.2846  -0.1071  0.11

DFT total energy ... -322.4681 Ha
Lowest unoccupied orbital energy ... 0.0318 hartree
ΔE to the lowest compared entry with this formula, charge and spin ... 66.7 kcal/mol
Kohn-Sham gap ... 10.52 eV

***

Record 20
Molecular formula: C3H5NO2
Method: DFT, wB97M-V/def2-TZVPD

Last column: natural (NBO) charge in e.
Positions of all 11 atoms, in Å:
O  -1.4262  -1.1942  -1.8676  -0.53
N  -0.1049  -1.2330  -1.5595  -0.06
C  0.2046  -0.3220  -0.7245  0.03
C  1.4926  0.1104  -0.1424  0.09
O  0.8386  1.0363  0.5804  -0.40
C  -0.4142  0.7328  0.0894  0.03
H  -1.5409  -1.9276  -2.4882  0.48
H  2.4528  0.3744  -0.5760  0.18
H  0.1913  0.7512  3.0013  0.01
H  -0.5025  0.9123  3.2123  -0.01
H  -1.2239  0.6683  0.8097  0.18

DFT total energy ... -322.2918 Ha
Lowest unoccupied orbital energy (spin up / spin down) ... -0.0265 / -0.0176 hartree
ΔE to the lowest compared entry with this formula, charge and spin ... 177.3 kcal/mol
Kohn-Sham gap (spin up / spin down) ... 7.53 / 7.97 eV